1.
DFT (the ωB97M-V functional and the def2-TZVPD basis) results for a cluster of 2 separate species, C12H16O2S in total at a distorted geometry.

Cartesian coordinates (Å):
C (-3.3391, 0.0905, 0.9191)
C (-2.7005, -0.2323, -1.3926)
C (-2.0895, 0.5448, 1.2023)
C (-1.5883, 0.5303, -1.1231)
C (-3.5687, -0.4187, -0.3456)
C (-1.2443, 0.8696, 0.1377)
C (0.8917, 0.0686, 2.5365)
C (1.0037, 0.5431, 1.3071)
C (-4.9027, -1.1343, -0.7041)
C (4.4700, 1.1542, -0.5710)
C (4.0097, -0.3156, -0.1987)
C (2.5903, -0.6249, -0.7111)
O (1.0544, 2.0789, -0.7932)
O (2.1418, -1.8739, -0.6300)
S (0.2619, 1.8383, 0.4844)
H (-4.0495, -0.2192, 1.7675)
H (-2.8796, -0.5663, -2.3228)
H (-1.8190, 0.8800, 2.1384)
H (-0.8626, 0.7693, -2.0195)
H (-0.0070, 0.0705, 3.2082)
H (1.5017, -0.8042, 2.6908)
H (-4.6637, -2.1683, -0.6146)
H (-5.7612, -0.9815, -0.1498)
H (-5.2316, -0.9589, -1.6429)
H (3.9804, 1.3921, -1.4415)
H (3.8545, 1.8134, 0.1486)
H (5.5287, 1.3373, -0.5958)
H (4.7483, -0.9809, -0.7644)
H (3.9411, -0.4349, 0.8493)
H (2.0452, 0.0660, -1.5393)
H (2.6837, -2.3329, 0.1701)

Calculated values
HOMO (alpha / beta) in Eh: -0.2790 / -0.2631
Energy relative to the best compared isomer or geometry (same formula, charge and spin) in kcal per mole: 141.9
Total charge: 0
Kohn-Sham gap (alpha / beta) in eV: 7.71 / 6.53
LUMO level (alpha / beta) in eV: 0.12 / -0.63

Results of the Mulliken charge analysis, in e, for atoms 1 through 8: -0.86, -0.95, -0.59, 0.08, 1.01, 0.31, -0.54, 0.04

2.
DFT (the ωB97M-V functional and the def2-TZVPD basis) results for an isolated molecule of CH4N4S at a distorted geometry.

Cartesian coordinates (Å):
H (1.5546, -2.1037, 1.3091)
N (1.3620, -1.3797, 0.5144)
N (2.4377, -1.0734, 0.0204)
N (2.7824, -0.0166, -0.6448)
N (2.2177, 1.0790, -0.3921)
S (0.9805, 1.3502, 0.5919)
C (-0.6476, 0.7196, -0.1916)
H (-0.9553, 1.3765, -0.9634)
H (-1.3629, 0.4479, 0.5984)
H (-0.3985, -0.4002, -0.5215)

Calculated values
HOMO (alpha / beta) in Eh: -0.3208 / -0.3208
Energy relative to the best compared isomer or geometry (same formula, charge and spin) in kcal per mole: 93.6
SMILES string: [H]/N=N/N=N\SC
Total charge: 0
Kohn-Sham gap (alpha / beta) in eV: 7.81 / 7.81
LUMO level (alpha / beta) in eV: -0.92 / -0.92

Results of the Mulliken charge analysis, in e, for atoms 1 through 8: 0.24, -0.28, 0.15, -0.22, -0.06, 0.03, -0.72, 0.31

3.
DFT (the ωB97M-V functional and the def2-TZVPD basis) results for a cluster of 10 separate species, C32H60O28 in total at a distorted geometry.

Cartesian coordinates (Å):
C (-1.0997, -2.4447, -4.8600)
O (-0.4169, -3.0770, -3.7206)
C (-0.8260, -4.3309, -3.5214)
O (-1.8380, -4.7468, -3.9949)
O (-0.0426, -4.9418, -2.6408)
C (-0.5093, -6.2644, -2.2996)
H (-1.2000, -3.1853, -5.6491)
H (-0.3549, -1.6785, -5.1579)
H (-2.0690, -2.0909, -4.5606)
H (0.1809, -6.6175, -1.5091)
H (-0.3219, -6.8989, -3.1438)
H (-1.6035, -6.2507, -2.0629)
C (2.2729, 3.0020, 7.7731)
O (2.7986, 3.2290, 6.4606)
C (2.6100, 2.2204, 5.5485)
O (2.1601, 1.1120, 5.7786)
O (3.1283, 2.6470, 4.4302)
C (3.3676, 1.5772, 3.4118)
H (1.3144, 3.6049, 7.9337)
H (3.0672, 3.3363, 8.3892)
H (2.1294, 1.9292, 7.8965)
H (3.9721, 1.9839, 2.5800)
H (2.3557, 1.2986, 3.0694)
H (3.7745, 0.6448, 3.8362)
C (-6.0925, -3.3748, -1.6505)
O (-4.7345, -3.7769, -1.4472)
C (-4.3922, -3.7607, -0.1762)
O (-5.0803, -3.7311, 0.8397)
O (-3.0589, -3.7594, -0.1960)
C (-2.5079, -3.8168, 1.1256)
H (-6.2350, -2.3211, -1.4430)
H (-6.7300, -3.9743, -1.1236)
H (-6.2638, -3.5658, -2.6840)
H (-2.6166, -2.7817, 1.5392)
H (-1.4391, -3.9344, 0.8863)
H (-2.8654, -4.5874, 1.7920)
C (-0.5891, -1.9105, 4.2816)
O (-1.9372, -1.4305, 4.3745)
C (-2.2704, -0.5111, 3.4888)
O (-1.7711, -0.2571, 2.3959)
O (-3.3657, 0.1058, 3.9646)
C (-4.2540, 0.5638, 2.9141)
H (-0.3463, -2.2973, 3.2777)
H (-0.5617, -2.7292, 4.9546)
H (0.1481, -1.1146, 4.5020)
H (-5.2448, 0.6209, 3.2237)
H (-4.1875, -0.0987, 2.0122)
H (-3.9934, 1.5722, 2.5416)
C (2.8559, 1.4245, -6.0187)
O (1.8035, 2.4266, -5.6837)
C (0.7962, 1.7633, -5.1717)
O (0.6647, 0.5818, -5.0229)
O (-0.1595, 2.6645, -4.9032)
C (-1.3028, 2.1864, -4.2469)
H (3.5981, 1.8768, -6.7761)
H (2.3722, 0.5132, -6.4915)
H (3.3899, 1.2075, -5.0912)
H (-1.2024, 2.4870, -3.1857)
H (-1.2970, 1.0163, -4.3403)
H (-2.2004, 2.5366, -4.6494)
C (4.9249, -0.8254, -2.0542)
O (4.7060, 0.3035, -2.9046)
C (4.2016, 1.3625, -2.3118)
O (3.9533, 1.4141, -1.0683)
O (3.9644, 2.3522, -3.1666)
C (3.2829, 3.5372, -2.6577)
H (5.3501, -1.6135, -2.6416)
H (3.9744, -1.0843, -1.4861)
H (5.6190, -0.5482, -1.2967)
H (3.7000, 3.7392, -1.6723)
H (2.2294, 3.3052, -2.6150)
H (3.4351, 4.3215, -3.3928)
C (-3.9287, -0.4030, -1.6264)
O (-3.9812, 0.8991, -2.2353)
C (-3.6675, 2.0182, -1.5699)
O (-3.8153, 3.0937, -2.0989)
O (-3.2636, 1.8069, -0.3154)
C (-3.0942, 2.9822, 0.4641)
H (-4.5917, -1.0863, -2.2399)
H (-4.2816, -0.3576, -0.5868)
H (-2.8558, -0.7763, -1.5907)
H (-4.0196, 3.4635, 0.6711)
H (-2.4002, 3.6712, -0.0234)
H (-2.5885, 2.6210, 1.3899)
C (-1.7189, 6.1365, -2.3194)
O (-0.7661, 5.1095, -1.7052)
C (-0.5354, 5.3148, -0.4571)
O (-0.9014, 6.2569, 0.2275)
O (0.1294, 4.2436, 0.0253)
C (0.5354, 4.3750, 1.4085)
H (-2.7176, 6.0200, -1.9532)
H (-1.7718, 5.9010, -3.3734)
H (-1.2849, 7.0701, -2.2196)
H (-0.2857, 4.1545, 2.0966)
H (0.8895, 5.3788, 1.6748)
H (1.4315, 3.6881, 1.5083)
O (4.9262, -4.5816, 1.8493)
C (4.3773, -4.0362, 2.7432)
C (4.5149, -2.5789, 3.1602)
C (3.6872, -2.5068, 4.4301)
C (2.5912, -3.5947, 4.1798)
O (3.3457, -4.5650, 3.4828)
H (5.5458, -2.2137, 3.3705)
H (4.1767, -1.9884, 2.1878)
H (4.2820, -2.8535, 5.2508)
H (3.3317, -1.4709, 4.6434)
H (2.2040, -4.0468, 5.0645)
H (1.7979, -3.1741, 3.5235)
O (1.2794, -1.7713, 1.6903)
C (0.7313, -1.0236, 0.8840)
C (-0.0147, -1.3539, -0.3938)
C (0.2142, -0.1460, -1.2443)
C (0.2274, 0.9645, -0.1738)
O (0.9425, 0.2650, 0.9230)
H (0.5837, -2.2059, -0.7876)
H (-1.0449, -1.6766, -0.2549)
H (1.1612, -0.2406, -1.7976)
H (-0.5686, 0.0895, -1.9841)
H (0.8603, 1.8243, -0.4721)
H (-0.7885, 1.1683, 0.0420)

Calculated values
HOMO in Eh: -0.3641
SMILES string: COC(=O)OC.COC(=O)OC.COC(=O)OC.COC(=O)OC.COC(=O)OC.COC(=O)OC.COC(=O)OC.COC(=O)OC.O=C1CCCO1.O=C1CCCO1
Total charge: 0
Kohn-Sham gap in eV: 10.39
LUMO level in eV: 0.48

Results of the Mulliken charge analysis, in e, for atoms 1 through 8: -0.54, -0.17, 0.82, -0.57, -0.31, -0.68, 0.43, 0.04

4.
DFT (the ωB97M-V functional and the def2-TZVPD basis) results for an isolated molecule of C20H22N2O5 at a distorted geometry.

Cartesian coordinates (Å):
C (-6.7620, -0.4338, 1.2112)
O (-7.1858, -1.5637, 0.4812)
C (-6.1676, -2.2400, -0.2037)
C (-5.5149, -1.4358, -1.3484)
N (-4.2921, -0.7800, -0.9493)
C (-4.1584, 0.5662, -0.8752)
O (-5.0645, 1.3309, -1.1461)
C (-2.8104, 1.0424, -0.4447)
C (-2.3742, 2.2700, -0.9616)
C (-1.1531, 2.8172, -0.6315)
C (-0.3603, 2.1064, 0.2593)
N (0.8781, 2.3651, 0.7993)
C (1.1203, 1.3737, 1.5872)
C (2.3696, 1.1479, 2.3550)
C (3.3207, 0.3602, 1.4811)
C (3.6685, -0.9404, 1.7771)
C (4.5263, -1.6446, 0.9399)
C (5.0349, -1.0591, -0.2050)
O (5.8760, -1.6610, -1.0904)
C (6.2732, -2.9850, -0.8387)
C (4.6724, 0.2725, -0.5181)
O (5.2091, 0.7734, -1.6626)
C (4.8871, 2.0936, -2.0254)
C (3.8232, 0.9601, 0.3279)
O (0.1444, 0.4302, 1.6438)
C (-0.8142, 0.8826, 0.7948)
C (-2.0315, 0.3278, 0.4593)
H (-7.6241, -0.1091, 1.7902)
H (-6.4430, 0.3821, 0.5567)
H (-5.9421, -0.6913, 1.8937)
H (-5.3825, -2.5645, 0.5004)
H (-6.6562, -3.1262, -0.6150)
H (-6.2054, -0.6580, -1.6826)
H (-5.3016, -2.1073, -2.1853)
H (-3.4958, -1.3659, -0.7578)
H (-3.0389, 2.7859, -1.6376)
H (-0.8219, 3.7592, -1.0357)
H (2.1417, 0.5918, 3.2641)
H (2.8028, 2.1164, 2.6064)
H (3.2823, -1.4221, 2.6627)
H (4.7871, -2.6583, 1.1981)
H (6.9336, -3.2544, -1.6613)
H (5.4171, -3.6682, -0.8247)
H (6.8203, -3.0703, 0.1064)
H (5.4127, 2.2759, -2.9614)
H (3.8108, 2.2184, -2.1830)
H (5.2277, 2.8122, -1.2727)
H (3.5200, 1.9713, 0.1086)
H (-2.3593, -0.5946, 0.9134)

Calculated values
HOMO in Eh: -0.3006
Energy relative to the best compared isomer or geometry (same formula, charge and spin) in kcal per mole: 73.1
SMILES string: COCCNC(=O)c1ccc2nc(Cc3ccc(OC)c(OC)c3)oc2c1
Total charge: 0
Kohn-Sham gap in eV: 8.69
LUMO level in eV: 0.51

Results of the Mulliken charge analysis, in e, for atoms 1 through 8: -0.51, -0.38, -0.37, -0.79, -0.16, 0.47, -0.65, 0.81